(1)
Computed, not measured: a molecular structure, C24H43CoGeN3O3P2, with wB97M-V/def2-TZVPD.

ORCA input file:
```
! RIJCOSX wB97M-V def2-TZVPD def2/J DEFGRID3
* xyz 1 1
Co -0.36 0.96 0.52
C 3.00 -2.30 -2.03
C 1.49 -2.44 -2.19
C 1.01 -3.66 -1.41
C 1.12 -2.57 -3.67
O 0.79 -1.32 -1.63
Ge 1.35 0.40 -1.94
O -0.38 1.26 -1.40
C -1.02 2.29 -2.22
C -0.65 3.66 -1.65
C -0.48 2.18 -3.65
C -2.53 2.08 -2.27
O 1.50 0.65 0.03
C 2.70 1.29 0.57
C 2.29 2.48 1.42
C 3.58 1.82 -0.56
C 3.48 0.21 1.32
H 3.51 -3.19 -2.40
H 3.26 -2.18 -0.97
H 3.40 -1.45 -2.59
H 1.55 -4.56 -1.72
H -0.05 -3.83 -1.58
H 1.17 -3.51 -0.34
H 1.56 -3.47 -4.10
H 1.49 -1.71 -4.23
H 0.04 -2.62 -3.78
H 0.44 3.79 -1.68
H -0.98 3.78 -0.62
H -1.10 4.45 -2.25
H 0.58 2.42 -3.70
H -1.01 2.90 -4.27
H -0.64 1.19 -4.06
H -2.97 2.02 -1.28
H -2.76 1.18 -2.84
H -3.00 2.92 -2.79
H 1.66 3.15 0.83
H 3.17 3.05 1.72
H 1.76 2.21 2.32
H 3.06 2.56 -1.17
H 3.96 1.03 -1.21
H 4.45 2.32 -0.12
H 2.84 -0.34 2.00
H 4.32 0.63 1.87
H 3.87 -0.52 0.61
C 1.06 0.51 3.97
P -0.21 0.23 2.70
C -1.64 0.70 3.73
C -0.30 -1.57 2.47
C 0.29 -2.51 3.30
C 0.08 -3.86 3.07
C -0.74 -4.28 2.04
C -1.34 -3.35 1.20
C -1.10 -1.99 1.40
P -1.80 -0.69 0.34
C -3.50 -0.41 0.91
C -2.13 -1.37 -1.29
H 0.76 -0.07 4.84
H 1.06 1.56 4.25
H 2.07 0.22 3.67
H -1.79 -0.04 4.52
H -2.55 0.83 3.16
H -1.41 1.66 4.19
H 0.93 -2.20 4.12
H 0.57 -4.59 3.70
H -0.91 -5.33 1.87
H -1.96 -3.69 0.38
H -4.04 -1.33 0.67
H -3.97 0.41 0.36
H -3.58 -0.23 1.97
H -2.60 -2.34 -1.15
H -1.21 -1.45 -1.86
H -2.85 -0.72 -1.79
N -4.91 4.59 -0.76
C -4.39 4.00 0.08
N -3.84 3.32 1.07
C -2.76 2.69 0.98
N -1.76 2.08 1.03
*
```

Summary:
Relative energy (zero: lowest compared OMol25 entry of this formula, charge and spin) in kcal/mol: 20.8
E in Eh: -5472.514194

Atom charges from the Mulliken analysis, given in e for atoms 1 to 4: -0.449, -1.618, 1.329, -1.474

***

(2)
Computed, not measured: a molecular structure, C24H43CoN2OP3 at a distorted geometry, with wB97M-V/def2-TZVPD.

ORCA input file:
```
! RIJCOSX wB97M-V def2-TZVPD def2/J DEFGRID3
* xyz 3 5
Co -1.15 -1.70 -1.66
P -1.16 0.60 -0.99
P -1.50 -2.51 0.33
P -0.48 -1.14 -3.62
H 2.08 -0.89 0.68
C 2.48 -0.32 -0.16
C 2.71 1.00 -0.10
H 2.69 1.52 0.87
C -0.90 1.44 0.63
C -2.99 0.78 -1.09
C -0.65 2.10 -1.99
C -0.25 -3.27 1.44
C -2.50 -1.57 1.57
C -2.68 -3.60 -0.56
C 0.90 -0.04 -4.06
C -2.02 -0.54 -4.35
C 0.05 -2.67 -4.45
H 2.30 -0.91 -1.09
H 2.85 1.61 -0.99
H 0.00 2.08 0.59
H -0.79 0.73 1.44
H -1.78 2.07 0.79
H -3.43 0.64 -0.09
H -3.44 0.06 -1.80
H -3.19 1.81 -1.44
H 0.44 2.21 -1.93
H -1.12 2.97 -1.51
H -0.98 2.05 -3.04
H -0.55 -4.27 1.81
H -0.05 -2.58 2.28
H 0.68 -3.40 0.86
H -3.08 -2.24 2.23
H -3.20 -0.89 1.08
H -1.81 -0.98 2.20
H -3.08 -4.42 0.05
H -2.16 -4.01 -1.45
H -3.51 -2.99 -0.94
H 1.35 -0.41 -4.99
H 1.67 -0.09 -3.27
H 0.59 1.00 -4.17
H -1.99 -0.77 -5.42
H -2.15 0.53 -4.17
H -2.88 -1.06 -3.89
H 0.26 -2.48 -5.51
H -0.73 -3.44 -4.32
H 0.93 -3.02 -3.89
C 1.51 -4.48 -1.87
C 1.04 -5.52 -1.01
C 1.52 -6.81 -1.15
C 2.47 -7.13 -2.12
C 2.92 -6.14 -3.00
C 2.41 -4.85 -2.92
O 1.53 -3.18 -1.57
H 0.29 -2.39 -1.50
H 0.44 -5.25 -0.15
H 1.19 -7.60 -0.49
H 2.93 -8.12 -2.19
H 3.74 -6.35 -3.72
H 2.92 -4.04 -3.45
N 1.44 0.52 4.72
C 1.09 -0.05 3.53
N -0.23 -0.01 3.35
C -0.76 0.62 4.45
C -2.07 1.07 4.68
C -2.31 1.91 5.78
C -1.26 2.30 6.62
C 0.05 1.82 6.42
C 0.27 0.97 5.33
H 2.37 0.58 5.09
H 1.82 -0.48 2.85
H -2.84 0.75 3.99
H -3.31 2.27 5.98
H -1.47 2.98 7.45
H 0.87 2.10 7.07
*
```

Summary:
<S²>: 6.11
Relative energy (zero: lowest compared OMol25 entry of this formula, charge and spin) in kcal/mol: 45.6
E in Eh: -3530.756449

Atom charges from the Mulliken analysis, given in e for atoms 1 to 4: -1.124, 1.743, 1.115, 0.929

***

(3)
Computed, not measured: a molecular structure, C24H43F3S7Si4Y at a distorted geometry, with wB97M-V/def2-TZVPD.

ORCA input file:
```
! RIJCOSX wB97M-V def2-TZVPD def2/J DEFGRID3
* xyz -1 1
Y 0.11 -0.40 -0.15
C 2.84 2.66 0.10
C 3.61 1.78 1.09
S 3.06 0.05 1.18
C 2.93 -0.14 2.96
C 1.93 0.76 3.67
S 0.27 0.79 2.95
C -0.04 2.56 2.84
C 0.88 3.36 1.93
S 1.05 2.67 0.27
H 3.24 3.67 0.14
H 2.99 2.29 -0.90
H 4.66 1.83 0.82
H 3.55 2.20 2.09
H 2.64 -1.18 3.09
H 3.90 -0.02 3.45
H 1.85 0.44 4.71
H 2.29 1.79 3.69
H -1.06 2.64 2.46
H -0.05 3.02 3.83
H 0.49 4.38 1.87
H 1.87 3.45 2.38
S -0.34 -2.33 -1.94
S 0.37 -4.01 -0.88
S 1.65 -3.14 0.44
S 0.40 -2.21 1.83
C -2.29 4.20 0.61
Si -2.94 2.91 -0.60
C -2.02 3.19 -2.22
C -4.72 3.44 -0.94
Si -2.61 0.71 0.16
Si -3.84 0.41 2.14
C -5.71 0.61 1.95
C -3.36 1.61 3.51
C -3.55 -1.32 2.82
Si -3.77 -0.59 -1.44
C -5.57 -0.13 -1.80
C -3.86 -2.38 -0.88
C -2.99 -0.39 -3.15
H -2.62 5.19 0.26
H -1.20 4.23 0.62
H -2.64 4.07 1.63
H -1.99 4.26 -2.44
H -2.51 2.69 -3.05
H -0.99 2.84 -2.18
H -4.72 4.48 -1.27
H -5.35 3.37 -0.05
H -5.19 2.84 -1.72
H -5.98 1.60 1.59
H -6.17 0.47 2.93
H -6.13 -0.12 1.27
H -3.45 2.66 3.22
H -2.35 1.44 3.88
H -4.05 1.45 4.34
H -3.99 -2.08 2.18
H -4.01 -1.40 3.81
H -2.49 -1.55 2.91
H -6.23 -0.17 -0.94
H -5.92 -0.88 -2.52
H -5.69 0.84 -2.27
H -4.67 -2.50 -0.17
H -2.94 -2.76 -0.44
H -4.08 -3.01 -1.75
H -3.29 0.57 -3.58
H -3.35 -1.19 -3.81
H -1.90 -0.43 -3.18
F 7.60 -1.37 -6.10
C 7.41 -0.10 -5.67
F 8.52 0.23 -4.96
F 7.40 0.69 -6.76
C 6.17 0.04 -4.85
C 6.04 -0.74 -3.70
C 4.91 -0.63 -2.91
C 3.88 0.26 -3.26
C 4.03 1.03 -4.42
C 5.16 0.92 -5.21
C 2.73 0.36 -2.43
C 1.75 0.38 -1.70
H 6.82 -1.44 -3.42
H 4.79 -1.23 -2.02
H 3.23 1.71 -4.69
H 5.26 1.52 -6.10
*
```

Summary:
Relative energy (zero: lowest compared OMol25 entry of this formula, charge and spin) in kcal/mol: 27.9
E in Eh: -5223.779570

Atom charges from the Mulliken analysis, given in e for atoms 1 to 4: -1.047, -0.641, -0.939, 0.103

***

(4)
Computed, not measured: 3 unconnected molecules or ions with the total composition C24H43N5O6 at a distorted geometry, with wB97M-V/def2-TZVPD.

ORCA input file:
```
! RIJCOSX wB97M-V def2-TZVPD def2/J DEFGRID3
* xyz 0 1
C -0.49 0.20 0.18
C -0.33 -1.11 -0.51
C -1.34 -1.45 -1.58
N 0.62 -1.90 -0.17
C 0.30 -3.28 -0.18
C -0.61 -3.76 0.76
C -0.97 -5.10 0.79
C -0.45 -6.01 -0.12
C -0.84 -7.48 -0.10
N -1.42 -7.93 -1.38
C 0.46 -5.51 -1.04
C 0.84 -4.17 -1.10
C 1.79 -3.95 -2.22
O 2.50 -3.02 -2.46
N 1.74 -5.17 -3.01
C 1.21 -6.19 -2.15
O 1.44 -7.35 -2.33
H -1.18 0.05 1.01
H 0.45 0.52 0.61
H -0.90 0.93 -0.52
H -2.16 -2.03 -1.16
H -1.78 -0.54 -1.98
H -0.89 -2.07 -2.36
H -1.02 -3.04 1.46
H -1.66 -5.47 1.54
H -1.58 -7.59 0.69
H 0.07 -8.05 0.10
H -0.67 -8.33 -1.92
H -1.73 -7.13 -1.91
H 1.13 -4.95 -3.79
C 2.45 1.94 -4.64
O 2.28 3.34 -4.68
C 1.47 3.81 -5.75
C 0.09 4.25 -5.28
N -0.73 3.12 -4.88
C -1.92 3.45 -4.11
C -1.79 4.27 -2.82
O -1.18 3.59 -1.74
C 0.23 3.50 -1.79
H 3.28 1.73 -3.97
H 1.57 1.42 -4.25
H 2.70 1.54 -5.63
H 1.40 3.07 -6.56
H 1.98 4.69 -6.16
H -0.41 4.78 -6.10
H 0.25 4.97 -4.47
H -0.16 2.48 -4.33
H -2.40 2.51 -3.84
H -2.62 3.98 -4.77
H -2.80 4.49 -2.49
H -1.30 5.24 -2.98
H 0.68 4.41 -2.20
H 0.54 2.63 -2.37
H 0.60 3.36 -0.78
C 2.30 0.79 6.65
O 1.04 1.30 7.05
C 0.85 2.69 6.82
C -0.08 2.95 5.65
N 0.53 2.61 4.38
C -0.39 2.51 3.25
C -1.59 1.57 3.33
O -1.28 0.19 3.29
C -0.80 -0.36 4.51
H 2.42 -0.19 7.11
H 2.36 0.66 5.56
H 3.11 1.44 6.98
H 1.81 3.20 6.69
H 0.38 3.08 7.72
H -0.35 4.01 5.65
H -1.00 2.38 5.84
H 1.02 1.72 4.47
H 0.21 2.20 2.38
H -0.76 3.52 3.03
H -2.19 1.76 2.43
H -2.24 1.79 4.18
H -1.30 0.08 5.37
H 0.28 -0.24 4.59
H -1.01 -1.43 4.49
*
```

Summary:
E in Eh: -1665.387493

Atom charges from the Mulliken analysis, given in e for atoms 1 to 4: -0.747, 0.929, -1.371, -0.544

***

(5)
Computed, not measured: a molecular structure, C24H44AsBI2N2P2ReS4 at a distorted geometry, with wB97M-V/def2-TZVPD.

ORCA input file:
```
! RIJCOSX wB97M-V def2-TZVPD def2/J DEFGRID3
* xyz 3 1
Re -14.32 1.21 10.83
C -14.79 -0.40 14.78
C -15.99 -0.10 13.85
C -16.38 -1.28 12.94
C -17.19 0.12 14.81
P -15.81 1.47 12.80
C -17.51 2.06 12.33
N -17.53 1.54 10.96
B -16.41 1.09 10.27
N -16.80 0.73 8.96
C -16.08 0.07 7.97
P -14.34 0.47 8.35
C -13.94 1.83 7.05
C -12.44 2.24 7.04
C -14.23 1.38 5.63
C -14.93 3.09 7.45
C -13.26 -1.01 8.21
C -11.85 -0.68 8.71
C -13.90 -2.24 8.75
C -13.23 -1.25 6.70
C -18.15 0.89 8.85
C -19.03 0.72 7.80
C -20.31 1.22 7.96
C -20.77 1.68 9.16
C -19.92 1.79 10.24
C -18.57 1.43 10.07
C -15.15 2.91 13.78
C -13.58 2.67 14.07
C -15.95 3.08 15.12
C -15.36 4.28 13.02
H -15.13 -1.19 15.48
H -14.40 0.45 15.31
H -13.89 -0.75 14.22
H -16.64 -2.14 13.49
H -15.56 -1.55 12.28
H -17.29 -1.09 12.37
H -17.49 -0.80 15.32
H -17.97 0.68 14.41
H -16.84 0.76 15.69
H -17.68 3.15 12.48
H -18.27 1.50 12.86
H -16.25 0.38 6.99
H -16.34 -1.04 7.92
H -11.83 1.36 6.74
H -12.12 2.73 7.95
H -12.34 2.94 6.22
H -13.72 0.59 5.20
H -14.02 2.35 5.08
H -15.29 1.22 5.28
H -14.67 3.40 8.50
H -15.96 2.79 7.37
H -14.62 3.98 6.94
H -11.91 -0.82 9.81
H -11.33 0.14 8.26
H -11.19 -1.57 8.32
H -14.67 -2.64 8.09
H -14.22 -2.11 9.82
H -13.05 -2.94 8.79
H -12.60 -0.46 6.18
H -14.11 -1.19 6.09
H -12.70 -2.23 6.49
H -18.65 0.30 6.91
H -21.05 1.25 7.09
H -21.85 1.95 9.30
H -20.35 2.06 11.22
H -13.35 1.60 13.89
H -13.38 2.88 15.09
H -12.92 3.28 13.51
H -15.55 2.35 15.79
H -17.02 3.04 14.91
H -15.64 4.06 15.61
H -16.33 4.75 13.17
H -15.19 4.20 11.92
H -14.50 4.94 13.27
S -8.04 3.86 10.12
As -9.79 4.40 9.40
S -13.39 -0.43 11.71
S -12.88 2.77 10.27
S -10.97 2.64 10.70
I -17.38 5.26 9.72
I -15.40 6.98 10.11
*
```

Summary:
Relative energy (zero: lowest compared OMol25 entry of this formula, charge and spin) in kcal/mol: 5.4
E in Eh: -6259.212053

Atom charges from the Mulliken analysis, given in e for atoms 1 to 4: 0.396, -1.418, 1.765, -1.710

***

(6)
Computed, not measured: 11 unconnected molecules or ions with the total composition C24H44BCl4N4O28 at a distorted geometry, with wB97M-V/def2-TZVPD.

ORCA input file:
```
! RIJCOSX wB97M-V def2-TZVPD def2/J DEFGRID3
* xyz -1 1
O 1.62 3.86 -1.49
C 1.51 2.64 -1.63
O 0.55 1.95 -2.21
B 0.83 0.53 -2.11
O 2.09 0.45 -1.36
C 2.52 1.61 -1.04
O 3.59 1.87 -0.47
O 0.76 -0.11 -3.46
C -0.26 -0.98 -3.47
O -0.61 -1.69 -4.41
C -0.90 -0.97 -2.11
O -0.26 -0.18 -1.33
O -1.80 -1.73 -1.85
Cl 5.97 6.29 -2.89
C 5.01 4.89 -2.17
C 5.92 3.70 -2.04
Cl 7.09 3.86 -0.74
H 4.04 4.75 -2.64
H 4.86 5.20 -1.13
H 6.45 3.49 -2.97
H 5.38 2.78 -1.83
Cl -1.65 5.95 -5.22
C -1.09 4.61 -4.05
C -1.59 3.26 -4.62
Cl -3.37 3.34 -4.45
H -1.46 4.80 -3.05
H -0.03 4.83 -4.00
H -1.21 2.45 -4.00
H -1.22 3.14 -5.64
C -0.22 5.22 0.97
N -0.57 5.31 2.39
O -0.63 6.46 2.83
O -0.82 4.26 2.93
H -1.13 4.84 0.51
H 0.55 4.46 0.82
H 0.23 6.15 0.65
C 4.28 -0.64 -4.13
N 5.42 0.14 -4.59
O 5.71 1.08 -3.85
O 5.90 -0.09 -5.71
H 3.98 -1.23 -5.00
H 3.50 0.07 -3.86
H 4.71 -1.17 -3.29
C 4.56 3.69 2.25
N 3.54 4.78 2.12
O 3.42 5.37 1.05
O 2.84 4.90 3.09
H 3.95 2.78 2.25
H 4.98 3.84 3.24
H 5.17 3.62 1.35
C -1.31 -3.35 1.15
N 0.10 -3.04 1.20
O 0.63 -2.51 0.25
O 0.76 -3.45 2.17
H -1.74 -2.88 0.26
H -1.85 -3.07 2.05
H -1.37 -4.43 1.05
C 0.82 0.38 2.05
O 0.81 1.19 3.15
C 1.68 0.97 4.14
O 2.70 0.33 4.07
O 1.41 1.79 5.22
C 0.06 2.15 5.53
H 0.25 0.76 1.20
H 0.41 -0.58 2.35
H 1.81 0.21 1.63
H -0.13 2.41 6.58
H -0.55 1.26 5.46
H -0.35 2.95 4.92
C -2.79 0.17 0.46
O -3.84 -0.11 1.45
C -3.48 -0.63 2.62
O -2.32 -0.78 3.06
O -4.58 -1.18 3.12
C -4.54 -1.72 4.47
H -3.17 -0.25 -0.48
H -1.84 -0.22 0.80
H -2.72 1.25 0.38
H -3.89 -2.56 4.69
H -5.56 -1.99 4.73
H -4.32 -0.89 5.14
C -6.49 -5.41 2.72
O -6.50 -4.91 1.42
C -5.30 -4.46 0.92
O -4.21 -4.44 1.43
O -5.53 -4.01 -0.27
C -4.56 -3.32 -1.01
H -7.47 -5.64 3.14
H -5.99 -4.73 3.41
H -5.98 -6.36 2.88
H -3.98 -2.66 -0.37
H -5.02 -2.78 -1.84
H -3.79 -3.97 -1.44
C -0.97 -4.40 -2.77
O -0.94 -5.16 -1.59
C 0.19 -5.65 -1.22
O 1.28 -5.57 -1.81
O 0.00 -6.30 -0.07
C 1.07 -6.96 0.60
H -1.87 -3.82 -2.95
H -0.96 -5.08 -3.62
H -0.24 -3.60 -2.64
H 0.67 -7.51 1.45
H 1.73 -6.23 1.05
H 1.67 -7.70 0.06
*
```

Summary:
Relative energy (zero: lowest compared OMol25 entry of this formula, charge and spin) in kcal/mol: 0.0
E in Eh: -5132.201051

Atom charges from the Mulliken analysis, given in e for atoms 1 to 4: -0.620, 0.433, -0.232, 0.695